A cluster of 2 separate species, C4H11N2 in total at a distorted geometry. Source: the Open Molecules 2025 dataset; level of theory: wB97M-V/def2-TZVPD.

Calculated values
Total energy ... -7292.5981 eV
Energy above the lowest of the compared OMol25 structures with the same formula, charge and spin ... 192.56 kcal/mol
Charge ... +1
Gap between HOMO and LUMO ... 6.03 eV
Max |F| ... 7.42 eV/Å
E_LUMO ... -0.293 Eh

Each line ends with the Mulliken charge.
Geometry (Å):
C1 -0.34439 -1.33849 0.21906  -0.54
C2 -1.03307 -0.91428 1.48324  -0.50
C3 -0.35343 0.22362 0.48312  0.27
C4 -0.86523 1.06786 -0.68784  -0.52
N1 0.87582 0.68685 1.14238  -0.38
N2 1.51529 0.36516 -1.67330  -0.56
H1 0.70601 -1.66026 0.14656  0.38
H2 -1.09773 -1.70196 -0.47754  0.25
H3 -0.87548 -1.52729 2.33710  0.35
H4 -2.10510 -0.64755 1.53508  0.29
H5 -1.68005 0.63947 -1.25393  0.36
H6 -1.08619 2.03611 -0.15770  0.30
H7 1.90670 0.66895 -2.54504  0.26
H8 0.77508 1.07248 2.12147  0.26
H9 1.57983 0.98224 0.46096  0.34
H10 1.69886 -0.65314 -1.66448  0.20
H11 0.38309 0.70024 -1.46915  0.23

***

A structure of composition C10H27CuO7 at a distorted geometry. Source: the Open Molecules 2025 dataset; level of theory: wB97M-V/def2-TZVPD.

Calculated values
Total energy ... -69774.7748 eV
Energy above the lowest of the compared OMol25 structures with the same formula, charge and spin ... 33.80 kcal/mol
Charge ... -1
Gap between HOMO and LUMO (spin up / spin down) ... 5.89 / 5.70 eV
Max |F| ... 3.19 eV/Å
E_LUMO (spin up / spin down) ... 0.093 / 0.089 Eh
2S+1 ... 2

Each line ends with the Mulliken charge.
Geometry (Å):
Cu1 -0.36004 0.43973 -0.00885  1.15
C1 -2.01784 2.74267 -2.76973  -0.92
C2 -0.48121 2.88131 -2.34745  -0.23
O1 -0.21599 2.45079 -1.00488  -0.58
H1 -2.13457 1.87500 -3.41905  0.21
H2 -2.38174 3.57278 -3.37520  0.40
H3 -2.80573 2.71342 -2.01708  0.14
H4 -0.30912 3.95756 -2.36083  0.29
H5 0.13506 2.40636 -3.11082  0.15
C3 3.50922 1.09871 2.24199  -1.27
C4 1.99256 0.95650 2.53238  0.57
O2 1.06963 1.62701 1.72776  -0.75
H6 4.18848 0.49501 2.84386  0.37
H7 3.78940 2.14988 2.31007  0.30
H8 3.76815 0.83285 1.21711  0.28
H9 1.78368 1.21240 3.57112  0.32
H10 1.70260 -0.09330 2.57656  -0.63
C5 2.32253 -0.76868 -3.30659  -1.10
C6 1.36698 -1.51250 -2.33706  -0.31
O3 1.21292 -0.87510 -1.06158  -0.62
H11 1.84564 0.11908 -3.72200  0.14
H12 2.60977 -1.44332 -4.11310  0.42
H13 3.25842 -0.63223 -2.76477  0.27
H14 1.76059 -2.51307 -2.15805  0.25
H15 0.38838 -1.68291 -2.78583  0.20
C7 1.03552 -3.27248 1.95946  -0.41
C8 -0.38898 -2.73392 1.98550  -0.59
O4 -0.32663 -1.31274 1.70076  -0.14
O5 1.34497 -3.49790 0.53190  -0.59
H16 1.02102 -4.28550 2.36156  0.34
H17 1.80508 -2.74872 2.52652  0.25
H18 -0.92131 -2.95562 2.91047  0.35
H19 -0.98518 -3.25847 1.23885  0.28
H20 0.22444 -0.78802 2.28606  0.09
H21 1.37738 -2.64960 0.08364  0.34
C9 -3.20581 1.17415 0.95221  -0.49
C10 -3.25425 -0.23656 0.48137  -0.30
O6 -2.44570 -0.30887 -0.64821  -0.38
O7 -1.85309 1.31786 1.45520  -0.41
H22 -3.97152 1.32250 1.71365  0.34
H23 -3.45714 2.06589 0.37798  0.25
H24 -4.26609 -0.41423 0.11709  0.47
H25 -3.04703 -0.98607 1.24517  0.12
H26 -2.90525 -0.66117 -1.41391  0.20
H27 -1.77819 2.21931 1.77672  0.23

***

An isolated molecule of C6H11N at a distorted geometry. Source: the Open Molecules 2025 dataset; level of theory: wB97M-V/def2-TZVPD.

Calculated values
Total energy ... -7889.2204 eV
Energy above the lowest of the compared OMol25 structures with the same formula, charge and spin ... 30.23 kcal/mol
Gap between HOMO and LUMO ... 8.55 eV
Max |F| ... 2.21 eV/Å
E_LUMO ... 0.038 Eh

Each line ends with the Mulliken charge.
Geometry (Å):
C1 -2.66966 -0.11453 -0.01631  -0.62
C2 -1.53387 -0.32148 -0.69108  -0.49
C3 -0.30364 0.39331 -0.36592  0.27
N1 -0.26885 1.72497 -0.87424  -0.42
C4 0.77864 -0.15567 0.18909  0.84
C5 2.07816 0.57167 0.35717  -1.58
C6 0.73390 -1.59851 0.64993  -1.54
H1 -3.52742 -0.73692 -0.21606  0.31
H2 -2.63952 0.64304 0.75074  0.25
H3 -1.46538 -1.10187 -1.44392  0.35
H4 -0.95607 2.01635 -1.55563  0.20
H5 0.32058 2.36183 -0.37030  0.18
H6 2.88225 -0.16305 0.35824  0.42
H7 2.09872 1.11865 1.30704  0.31
H8 2.28801 1.30767 -0.41896  0.41
H9 1.51026 -1.76936 1.39683  0.43
H10 -0.21144 -1.86997 1.11483  0.40
H11 0.88533 -2.30612 -0.17144  0.29

***

The ion C7H11N2O2 with charge +1 at a distorted geometry. Source: the Open Molecules 2025 dataset; level of theory: wB97M-V/def2-TZVPD.

Calculated values
Total energy ... -14498.3804 eV
Energy above the lowest of the compared OMol25 structures with the same formula, charge and spin ... 107.06 kcal/mol
Charge ... +1
Gap between HOMO and LUMO (spin up / spin down) ... 6.82 / 6.42 eV
Max |F| ... 6.31 eV/Å
E_LUMO (spin up / spin down) ... -0.217 / -0.240 Eh
2S+1 ... 3

Each line ends with the Mulliken charge.
Geometry (Å):
C1 -0.53384 1.38889 0.05880  -0.54
C2 -1.39741 0.30265 0.14705  -0.12
C3 -3.65089 -0.33475 -0.38719  -0.16
C4 0.80866 1.29750 -0.13512  0.57
C5 3.10855 -0.55484 0.85278  -1.00
C6 -2.87368 0.42633 0.52818  -0.28
C7 2.87295 0.14212 -0.54428  -0.36
N1 -4.85368 -0.12818 -0.53232  -0.50
N2 1.76614 2.69387 0.46311  0.19
O1 1.12869 3.36425 1.10234  -0.25
O2 1.42756 0.29829 -0.59350  -0.23
H1 -0.87022 2.38600 0.38765  0.34
H2 -1.07952 -0.71035 -0.06935  0.48
H3 -3.08332 -1.24925 -0.80597  0.23
H4 2.68317 0.06276 1.62761  0.35
H5 2.67228 -1.59352 0.71972  0.28
H6 4.18991 -0.80384 1.03236  0.38
H7 -3.06292 1.49047 0.38883  0.27
H8 -2.95439 0.12632 1.57078  0.35
H9 3.18737 -0.56731 -1.24034  0.36
H10 3.45298 1.00397 -0.59584  0.37
H11 -5.52390 -0.75002 -1.07466  0.29

***

A structure of composition C6H6N2O2S at a distorted geometry. Source: the Open Molecules 2025 dataset; level of theory: wB97M-V/def2-TZVPD.

Calculated values
Total energy ... -24225.3808 eV
Energy above the lowest of the compared OMol25 structures with the same formula, charge and spin ... 71.00 kcal/mol
Gap between HOMO and LUMO (spin up / spin down) ... 7.36 / 7.36 eV
Max |F| ... 4.45 eV/Å
E_LUMO (spin up / spin down) ... -0.025 / -0.025 Eh

Each line ends with the Mulliken charge.
Geometry (Å):
C1 2.03901 -0.43588 1.43152  -0.34
C2 -2.15031 -1.49596 -0.22271  -0.18
C3 1.00598 0.06545 0.70023  0.60
C4 2.98805 0.16609 -0.48944  0.48
C5 -2.69693 0.60898 -1.04802  -0.57
C6 -0.44522 0.21879 0.99341  -0.92
N1 -2.72146 -0.67246 -0.88416  -0.12
N2 1.67482 0.41861 -0.51698  -0.06
O1 3.74260 0.42497 -1.38744  -0.60
O2 3.23002 -0.44062 0.70925  -0.32
S1 -1.31190 1.60096 0.52785  -0.17
H1 2.21178 -0.63240 2.46897  0.39
H2 -2.22013 -2.56522 -0.18269  0.30
H3 -2.20440 0.94554 -1.83503  0.37
H4 -3.51012 1.14153 -0.74100  0.38
H5 -0.93073 -0.44112 1.67291  0.51
H6 1.29897 1.09274 -1.19669  0.25

***

An isolated molecule of C5H12N2 at a distorted geometry. Source: the Open Molecules 2025 dataset; level of theory: wB97M-V/def2-TZVPD.

Calculated values
Total energy ... -8359.2293 eV
Energy above the lowest of the compared OMol25 structures with the same formula, charge and spin ... 20.91 kcal/mol
Gap between HOMO and LUMO ... 9.74 eV
Max |F| ... 2.17 eV/Å
E_LUMO ... 0.035 Eh

Each line ends with the Mulliken charge.
Geometry (Å):
H1 2.94063 2.21930 -0.71461  0.21
N1 2.79339 1.42045 -1.34293  -0.66
C1 1.71914 0.88794 -0.84382  0.09
N2 1.24979 1.20235 0.41403  -0.26
C2 0.38375 0.27977 1.15276  -0.73
C3 -1.10783 0.30913 0.81692  -0.59
C4 -1.50980 -0.36913 -0.51813  -0.43
C5 -1.12339 -1.84986 -0.59885  -1.12
H2 1.24524 0.04299 -1.33795  0.35
H3 1.87262 1.76316 0.96660  0.23
H4 0.58526 0.44413 2.21000  0.41
H5 0.75464 -0.72571 0.92853  0.27
H6 -1.59903 -0.23606 1.63000  0.33
H7 -1.41700 1.35380 0.88620  0.32
H8 -2.60338 -0.32393 -0.51902  0.33
H9 -1.18865 0.25203 -1.35553  0.32
H10 -0.09261 -1.96417 -0.25218  0.28
H11 -1.70582 -2.45613 0.08895  0.37
H12 -1.19695 -2.25008 -1.61100  0.30

***

- What is the formula in the sixth record?
  C5H12N2

***

- max |F| of number 6 (C5H12N2)?
  2.17 eV/Å